# C23H23ClN2S

One molecule with the formula C23H23ClN2S (wB97M-V/def2-TZVPD, the Open Molecules 2025 dataset).

The geometry in ORCA input format:
```
! RIJCOSX wB97M-V def2-TZVPD def2/J DEFGRID3
* xyz 0 1
C -3.7425 -0.4468 2.1477
C -4.1174 -0.1736 0.7238
C -5.1499 0.6891 0.3757
C -5.4776 0.9497 -0.9465
C -4.7746 0.3189 -1.9555
C -3.7541 -0.5607 -1.6477
C -3.4144 -0.8019 -0.3180
N -2.4033 -1.7030 0.0211
C -1.2193 -1.9608 -0.6064
N -0.8161 -1.1138 -1.5711
H -1.3453 -0.2618 -1.6981
C 0.5024 -1.1408 -2.1543
C 1.2893 0.1304 -1.8314
H 2.2755 0.0612 -2.2900
H 0.7846 0.9937 -2.2758
C 1.4203 0.3788 -0.3197
C 2.0473 -0.7619 0.4466
C 3.0319 -1.5839 -0.0856
C 3.5798 -2.6065 0.6689
C 3.1578 -2.8203 1.9681
C 2.1842 -2.0013 2.5120
C 1.6369 -0.9826 1.7558
H 0.8717 -0.3492 2.1848
H 1.8438 -2.1622 3.5245
H 3.5804 -3.6245 2.5517
H 4.3361 -3.2440 0.2340
H 3.3735 -1.4451 -1.1010
C 2.1903 1.6628 -0.0927
C 3.5759 1.6963 -0.1819
C 4.2644 2.8818 0.0009
C 3.5776 4.0525 0.2740
C 2.1972 4.0292 0.3657
C 1.5105 2.8418 0.1833
H 0.4314 2.8328 0.2592
H 1.6527 4.9370 0.5815
H 4.1159 4.9777 0.4174
H 5.3424 2.8916 -0.0687
H 4.1215 0.7868 -0.3831
H 0.4097 0.5265 0.0815
H 1.0093 -2.0215 -1.7542
H 0.4105 -1.2475 -3.2414
S -0.3580 -3.2854 -0.1189
H -2.5683 -2.2966 0.8226
H -3.2452 -1.0956 -2.4347
H -5.0348 0.5005 -2.9866
H -6.2818 1.6301 -1.1753
Cl -6.0762 1.4840 1.6059
H -4.1055 -1.4280 2.4567
H -4.1801 0.2963 2.8073
H -2.6604 -0.4299 2.2682
*
```

Gap between HOMO and LUMO   8.527 eV
Structure (SMILES)   Cc1c(Cl)cccc1NC(=S)NCCC(c1ccccc1)c1ccccc1
HOMO   -8.0 eV
Electronic energy   -1858.17262 Ha

=====

# C23H23CoN8O4S2Se4

C23H23CoN8O4S2Se4 as an isolated structure at a distorted geometry (wB97M-V/def2-TZVPD, the Open Molecules 2025 dataset).

The geometry in ORCA input format:
```
! RIJCOSX wB97M-V def2-TZVPD def2/J DEFGRID3
* xyz -1 4
Co 0.0334 -0.0513 -0.0756
Se 0.1872 -1.2892 3.4767
Se 2.4057 -0.9552 3.5941
Se 2.9880 0.7892 2.0705
Se 2.5876 -0.0517 -0.0032
C 0.0135 0.8614 -5.2806
N 0.0521 1.8298 -4.2240
C 0.0099 3.1849 -4.3338
C 0.0348 3.6981 -3.0860
N 0.0848 2.6530 -2.1655
C 0.0941 1.4864 -2.9036
S 0.1188 -0.1406 -2.4922
C 0.0732 2.8520 -0.7854
C 0.0544 4.1599 -0.2776
C 0.0209 4.3949 1.0743
C 0.0009 3.2973 1.9430
C 0.0129 2.0427 1.3885
N 0.0584 1.7899 0.0687
H 0.0028 1.3694 -6.2421
H -0.8801 0.2423 -5.1762
H 0.8860 0.2089 -5.2103
H -0.0423 3.6863 -5.2789
H 0.0097 4.7235 -2.8008
H 0.0625 5.0150 -0.9283
H 0.0003 5.4065 1.4486
H -0.0244 3.4333 3.0102
H -0.0312 1.1673 2.0331
N 0.0364 -1.8083 0.0333
C 0.0830 -2.9623 0.1072
N 0.1375 -4.2509 0.2635
C 1.1912 -5.0344 -0.3544
C 0.6373 -5.7271 -1.6066
O -0.5015 -6.5014 -1.2928
C -1.5352 -5.7078 -0.7481
C -1.0732 -5.0045 0.5352
H 1.5136 -5.7917 0.3692
H 2.0306 -4.3843 -0.6043
H 1.3684 -6.4226 -2.0224
H 0.3839 -4.9684 -2.3636
H -2.3604 -6.3905 -0.5389
H -1.8621 -4.9553 -1.4829
H -0.8377 -5.7522 1.3004
H -1.8429 -4.3286 0.9103
O -7.7189 2.5164 -2.9507
S -8.8530 1.9701 -2.2298
O -9.6887 1.0669 -3.0027
O -9.5596 2.9232 -1.3897
C -8.1136 0.8363 -0.9674
N -8.9916 0.1918 -0.2328
C -8.4621 -0.6217 0.6877
C -7.1048 -0.7718 0.8535
C -6.2545 -0.0249 0.0110
N -6.8228 0.7897 -0.9141
C -4.8210 -0.0512 0.0556
C -4.0562 -0.8377 0.9426
C -2.6876 -0.7791 0.9088
N -1.9931 -0.0112 0.0522
C -2.7185 0.7418 -0.8006
C -4.0840 0.7602 -0.8325
H -9.1758 -1.1589 1.3025
H -6.7056 -1.4338 1.6073
H -4.5248 -1.4915 1.6619
H -2.1075 -1.3661 1.6117
H -2.1656 1.3593 -1.4937
H -4.6214 1.3854 -1.5276
*
```

⟨S²⟩   3.79
Gap between HOMO and LUMO (spin up / spin down)   3.292 / 3.947 eV
HOMO (spin up / spin down)   -2.1 / -4.4 eV
Electronic energy   -13414.17695 Ha

=====

# C23H23IIrN4

C23H23IIrN4 as an isolated structure at a distorted geometry (wB97M-V/def2-TZVPD, the Open Molecules 2025 dataset).

The geometry in ORCA input format:
```
! RIJCOSX wB97M-V def2-TZVPD def2/J DEFGRID3
* xyz 1 1
Ir -0.1131 0.1333 -0.5262
C 4.5278 -0.6016 -0.8660
C 5.0007 0.6998 -0.9857
C 4.1006 1.7453 -0.9805
C 2.7327 1.4848 -0.8418
N 2.2945 0.2154 -0.7410
C 3.1647 -0.7881 -0.7592
C 1.7034 2.5212 -0.8318
C 2.0023 3.8645 -0.5956
C 1.0202 4.8325 -0.6815
C -0.2872 4.4729 -0.9803
C -0.6086 3.1387 -1.1612
C 0.3550 2.1363 -1.0488
H 5.1983 -1.4459 -0.8681
H 6.0573 0.8885 -1.0950
H 4.4528 2.7553 -1.0991
H 2.7567 -1.7885 -0.6807
H 3.0118 4.1540 -0.3404
H 1.2738 5.8723 -0.5287
H -1.0561 5.2249 -1.0866
H -1.6358 2.8840 -1.3927
C -3.3831 0.3249 -1.4802
N -2.5881 -0.3117 -0.4331
C -2.8813 -1.7439 -0.4212
C -2.9282 0.2564 0.8819
C -1.9205 -0.1402 1.9327
C -2.3158 -0.4229 3.2332
C -1.3727 -0.7037 4.2086
C -0.0281 -0.7297 3.8838
C 0.3736 -0.4642 2.5811
C -0.5601 -0.1537 1.5969
H -4.4552 0.1605 -1.3193
H -3.1136 -0.0840 -2.4535
H -3.2066 1.3983 -1.4875
H -3.9559 -1.9198 -0.2983
H -2.3633 -2.2207 0.4098
H -2.5676 -2.2098 -1.3538
H -3.9474 -0.0359 1.1716
H -2.9013 1.3470 0.7910
H -3.3666 -0.4103 3.4862
H -1.6877 -0.8950 5.2239
H 0.7088 -0.9573 4.6380
H 1.4331 -0.4728 2.3497
I -0.1569 -5.9886 -2.6928
C 0.0489 -4.2408 -1.5712
C 0.1818 -4.1258 -0.2012
N 0.2570 -2.8154 0.0662
N 0.1651 -2.0770 -1.0491
C 0.0411 -2.9264 -2.0560
H 0.2348 -4.8757 0.5587
H 0.3554 -2.3562 0.9668
H -0.0492 -2.6051 -3.0745
*
```

Gap between HOMO and LUMO (spin up / spin down)   6.886 / 6.887 eV
HOMO (spin up / spin down)   -10.7 / -10.7 eV
Electronic energy   -1511.00525 Ha

=====

# C23H23N3O4PPd

C23H23N3O4PPd as an isolated structure (wB97M-V/def2-TZVPD, the Open Molecules 2025 dataset).

The geometry in ORCA input format:
```
! RIJCOSX wB97M-V def2-TZVPD def2/J DEFGRID3
* xyz 1 1
Pd 1.2857 -0.3038 -0.5703
C 5.7434 -3.4796 -0.0491
O 4.8472 -2.6544 -0.8021
C 3.8779 -1.9725 -0.2106
O 3.2037 -1.2184 -0.8952
N 3.7185 -2.1306 1.1284
N 2.7716 -1.3477 1.7896
H 6.4291 -3.8983 -0.7769
H 5.2080 -4.2920 0.4450
H 6.3074 -2.8849 0.6707
H 4.3624 -2.6912 1.6601
H 3.2242 -0.6652 2.3859
H 2.1520 -1.9330 2.3340
O 3.0766 2.5608 1.0745
C 2.1754 2.3032 0.3140
O 2.2397 1.3999 -0.6432
C 0.9073 3.1262 0.3226
C 1.0068 4.4729 0.6552
C -0.1095 5.2909 0.6147
C -1.3491 4.7685 0.2646
C -1.4664 3.4235 -0.0382
C -0.3399 2.6007 -0.0136
P -0.5869 0.8363 -0.2689
C -1.7224 0.6509 -1.6578
C -3.0904 0.4500 -1.4956
C -3.9102 0.3571 -2.6121
C -3.3683 0.4678 -3.8841
C -2.0040 0.6748 -4.0478
C -1.1798 0.7637 -2.9389
C -1.4322 0.2635 1.2307
C -2.0442 -0.9917 1.2614
C -2.6440 -1.4510 2.4211
C -2.6272 -0.6682 3.5694
C -2.0154 0.5743 3.5496
C -1.4208 1.0432 2.3854
H 1.9774 4.8608 0.9325
H -0.0156 6.3415 0.8554
H -2.2223 5.4061 0.2356
H -2.4368 3.0114 -0.2893
H -3.5204 0.3755 -0.5048
H -4.9741 0.2064 -2.4858
H -4.0108 0.3982 -4.7518
H -1.5832 0.7686 -5.0399
H -0.1149 0.9268 -3.0633
H -2.0757 -1.5991 0.3669
H -3.1329 -2.4165 2.4305
H -3.0978 -1.0265 4.4753
H -2.0024 1.1888 4.4397
H -0.9488 2.0162 2.3829
C -0.7067 -4.4268 -1.2876
C -0.1219 -3.1292 -0.9901
N 0.3213 -2.0969 -0.7821
H -0.0128 -5.0061 -1.8944
H -1.6342 -4.2834 -1.8398
H -0.9134 -4.9616 -0.3622
*
```

Gap between HOMO and LUMO   8.715 eV
HOMO   -11.6 eV
Electronic energy   -1824.54137 Ha

=====

# C23H23N3OS

One molecule with the formula C23H23N3OS (wB97M-V/def2-TZVPD, the Open Molecules 2025 dataset).

The geometry in ORCA input format:
```
! RIJCOSX wB97M-V def2-TZVPD def2/J DEFGRID3
* xyz 0 1
C 4.8248 -3.0637 1.6139
C 4.0042 -2.5802 0.4574
C 4.6051 -1.9709 -0.6374
C 3.8452 -1.5031 -1.6915
C 2.4613 -1.6285 -1.6805
C 1.8583 -2.2370 -0.5906
C 2.6223 -2.7062 0.4631
H 2.1333 -3.1746 1.3053
H 0.7845 -2.3420 -0.5501
C 1.6672 -1.0880 -2.8511
N 0.2805 -1.4748 -2.8956
C -0.6761 -0.8106 -2.1590
C -0.3257 0.1985 -1.2578
C -1.2671 0.9076 -0.5265
C -2.6173 0.5905 -0.6506
C -2.9877 -0.4061 -1.5287
C -2.0493 -1.0920 -2.2883
S -2.7122 -2.3108 -3.3862
C -1.2335 -2.6670 -4.3765
C -0.0332 -2.7691 -3.4472
H -0.2520 -3.5038 -2.6587
H 0.8345 -3.1255 -4.0072
H -1.0963 -1.8657 -5.1030
H -1.4260 -3.6055 -4.8931
H -4.0276 -0.6721 -1.6466
H -3.3728 1.0793 -0.0540
C -0.7518 1.9480 0.4056
O 0.3601 1.8936 0.9005
N -1.5964 2.9828 0.6342
H -2.5175 2.9764 0.2285
C -1.2911 4.0351 1.5781
C -2.0268 3.8308 2.8783
N -2.9158 4.7542 3.2148
C -3.5920 4.5978 4.3402
C -3.4277 3.5113 5.1840
C -2.5026 2.5405 4.8281
C -1.7866 2.7004 3.6552
H -1.0514 1.9769 3.3382
H -2.3414 1.6765 5.4567
H -4.0050 3.4265 6.0915
H -4.3004 5.3838 4.5685
H -0.2111 3.9913 1.7497
H -1.5647 5.0054 1.1575
H 0.7087 0.4404 -1.0769
H 2.1356 -1.4303 -3.7817
H 1.7261 0.0061 -2.8541
H 4.3294 -1.0303 -2.5349
H 5.6801 -1.8615 -0.6638
H 4.3588 -3.9247 2.0880
H 4.9114 -2.2742 2.3612
H 5.8278 -3.3353 1.2930
*
```

Gap between HOMO and LUMO   8.298 eV
Structure (SMILES)   Cc1ccc(CN2CCSc3ccc(C(=O)NCc4ccccn4)cc32)cc1
HOMO   -7.6 eV
Electronic energy   -1527.97980 Ha

=====

# C23H23N9O2PrS

C23H23N9O2PrS as an isolated structure at a distorted geometry (wB97M-V/def2-TZVPD, the Open Molecules 2025 dataset).

The geometry in ORCA input format:
```
! RIJCOSX wB97M-V def2-TZVPD def2/J DEFGRID3
* xyz 1 3
Pr -0.5740 -0.0475 -0.2836
C -0.1285 -0.0386 4.6375
C -0.1307 0.1753 3.1528
N -1.0786 -0.1404 2.3406
N -2.2045 -0.7428 2.7659
C -3.2705 -1.0121 1.9491
N -4.3051 -1.6196 2.5407
S -3.3631 -0.5999 0.3336
C 1.0351 0.8700 2.5576
C 2.1167 1.3021 3.3226
C 3.1251 2.0351 2.7154
C 3.0308 2.3354 1.3665
C 1.9448 1.8337 0.6659
N 0.9865 1.1092 1.2344
H -1.0303 -0.5141 5.0124
H -0.0265 0.9211 5.1441
H 0.7169 -0.6632 4.9249
H -2.2935 -1.0046 3.7425
H -4.2723 -1.9880 3.4779
H -5.0850 -1.8786 1.9583
H 2.1854 1.0868 4.3770
H 3.9691 2.3813 3.2941
H 3.7780 2.9418 0.8772
H 1.8322 2.0221 -0.3986
O -1.2691 1.9058 -0.5787
C -0.9803 2.8407 -1.4462
C -0.9717 4.1938 -1.0483
C -0.6874 5.2083 -1.9298
C -0.4031 4.9253 -3.2638
C -0.4165 3.6190 -3.6926
C -0.6943 2.5613 -2.8139
C -0.6854 1.2037 -3.3360
N -0.3853 0.0775 -2.6763
C -0.4303 -0.9449 -3.6055
C -0.7624 -0.4412 -4.8208
N -0.9206 0.9057 -4.6349
H -1.2072 4.4031 -0.0135
H -0.6834 6.2336 -1.5877
H -0.1663 5.7219 -3.9519
H -0.1703 3.3972 -4.7235
H -0.2225 -1.9684 -3.3392
H -0.8935 -0.9104 -5.7766
H -1.2025 1.5668 -5.3389
C 2.7051 -3.1527 -0.1326
C 2.8384 -1.6484 0.0191
O 1.8992 -0.9092 -0.7913
H 3.4927 -3.6465 0.4299
H 2.7934 -3.4541 -1.1754
H 1.7478 -3.4983 0.2446
H 3.8505 -1.3282 -0.2486
H 2.6414 -1.3483 1.0511
H 2.0531 -1.1955 -1.7024
N -0.6472 -2.3015 0.1770
C -0.9044 -3.4390 0.0379
C -1.1431 -4.7640 -0.1165
C -2.3049 -5.3228 0.4437
N -3.2673 -5.7215 0.9328
C -0.1914 -5.5011 -0.8469
N 0.6305 -6.0322 -1.4529
*
```

⟨S²⟩   2.00
Gap between HOMO and LUMO (spin up / spin down)   6.487 / 6.505 eV
HOMO (spin up / spin down)   -10.3 / -10.3 eV
Electronic energy   -2448.65607 Ha

=====

# C23H23OP2Ti

C23H23OP2Ti as an isolated structure at a distorted geometry (wB97M-V/def2-TZVPD, the Open Molecules 2025 dataset).

The geometry in ORCA input format:
```
! RIJCOSX wB97M-V def2-TZVPD def2/J DEFGRID3
* xyz 1 1
C 1.7892 -0.1438 -0.6191
C 2.1813 0.6533 -1.6874
C 1.3738 1.4316 -2.5313
C -0.0164 1.5088 -2.3884
C -0.8178 0.8771 -1.4297
Ti -0.0356 0.1602 0.2771
P 1.4093 -1.1868 2.0463
H 2.6163 -0.7621 -0.2136
H 3.2535 0.6769 -1.9640
H 1.8606 1.9797 -3.3536
H -1.8934 0.9962 -1.6385
H -0.4819 2.1335 -3.1737
H 1.0912 -0.6363 3.3104
H 2.7526 -1.5148 2.3675
H 0.8635 -2.4655 2.3096
O -1.2948 -0.6321 1.6281
P -2.7222 -0.9612 2.2260
C -3.5321 0.6777 2.2835
C -2.9736 1.8126 1.6526
C -3.2790 3.0984 2.1011
C -4.1355 3.2796 3.1853
C -4.7370 2.1841 3.7995
C -4.5414 0.9178 3.2483
C -3.4457 -2.1739 1.0931
C -4.4037 -3.1043 1.5658
C -4.7549 -4.2235 0.8098
C -4.2794 -4.3232 -0.5008
C -3.4061 -3.3698 -1.0217
C -3.0061 -2.2910 -0.2375
C -2.8811 -1.7489 3.9198
C -3.3008 -1.0091 5.0443
C -4.1661 -1.5596 5.9890
C -4.3292 -2.9314 6.0668
C -3.5930 -3.7405 5.1902
C -2.8549 -3.1635 4.1452
H -2.1350 1.6932 0.9316
H -2.7689 3.9628 1.6859
H -4.2985 4.2752 3.5932
H -5.3847 2.3107 4.6763
H -5.1156 0.0733 3.6524
H -4.8371 -2.9962 2.5718
H -5.4055 -4.9899 1.2323
H -4.5716 -5.1867 -1.0920
H -3.0462 -3.4860 -2.0518
H -2.2843 -1.5775 -0.6325
H -3.0342 0.0376 5.1766
H -4.7446 -0.9075 6.6675
H -5.0664 -3.3787 6.7417
H -3.6895 -4.8405 5.2584
H -2.3169 -3.8351 3.4818
*
```

Gap between HOMO and LUMO (spin up / spin down)   6.387 / 6.367 eV
HOMO (spin up / spin down)   -10.0 / -10.0 eV
Electronic energy   -2497.27196 Ha

=====

# C23H24BF5N9OTeZn

C23H24BF5N9OTeZn as an isolated structure at a distorted geometry (wB97M-V/def2-TZVPD, the Open Molecules 2025 dataset).

The geometry in ORCA input format:
```
! RIJCOSX wB97M-V def2-TZVPD def2/J DEFGRID3
* xyz 0 2
Zn -0.8425 0.3933 1.1123
C 0.1400 -1.1469 4.1792
C 1.1481 -0.9789 3.0884
C 2.5138 -1.2834 3.1004
C 2.9649 -0.9350 1.8507
N 1.9438 -0.4497 1.1206
N 0.8181 -0.4812 1.9086
B 1.8523 0.0612 -0.3627
N 0.8160 -0.9177 -1.0828
C 0.8157 -1.2889 -2.3798
C 0.0645 -2.4297 -2.5143
C -0.3884 -2.7252 -1.2339
C -1.1264 -3.9552 -0.8154
N 0.0465 -1.7957 -0.3559
N 1.3522 1.5585 -0.3024
C 1.8237 2.6453 -0.9384
C 1.2957 3.7648 -0.3430
C 0.4797 3.2924 0.6856
C -0.2202 4.1181 1.7143
N 0.5132 1.9574 0.7106
N 3.1770 0.0429 -1.1564
C 4.4528 -0.3489 -0.9177
C 5.2057 -0.0943 -2.0322
C 4.3035 0.4783 -2.9464
C 4.5639 0.9584 -4.3400
N 3.0961 0.5596 -2.4178
H 0.6224 -1.5365 5.0728
H -0.6464 -1.8420 3.8819
H -0.3369 -0.1989 4.4281
H 3.0876 -1.6991 3.9111
H 3.9608 -1.0113 1.4666
H 1.3803 -0.7324 -3.1052
H -0.1042 -2.9954 -3.4160
H -1.1929 -4.6437 -1.6564
H -2.1301 -3.7473 -0.4719
H -0.5934 -4.4524 -0.0038
H 2.4953 2.5448 -1.7710
H 1.4862 4.7933 -0.6012
H -0.0245 5.1726 1.5274
H 0.1435 3.8712 2.7123
H -1.2933 3.9641 1.7052
H 4.7861 -0.7851 0.0024
H 6.2560 -0.2915 -2.1697
H 5.6141 0.8314 -4.5971
H 4.3108 2.0139 -4.4440
H 3.9655 0.4030 -5.0630
F -2.3167 0.1489 2.8287
Te -3.3650 1.7252 2.4624
F -4.3704 1.0913 3.8780
F -4.2717 3.3297 2.5248
F -2.2854 2.4654 3.7875
F -4.7768 1.0281 1.4873
O -2.3031 2.0154 1.0437
N -7.0607 -1.6654 -2.4000
C -6.0545 -1.4532 -1.8876
C -4.7904 -1.1841 -1.2469
C -4.5140 -1.7467 -0.0064
C -3.2877 -1.5067 0.6043
C -2.4173 -0.6589 -0.0381
C -2.6321 -0.1220 -1.2925
C -3.8547 -0.3686 -1.8915
H -5.2437 -2.3821 0.4781
H -3.0721 -1.9366 1.5736
H -1.8932 0.4956 -1.7907
H -4.0871 0.0663 -2.8548
*
```

⟨S²⟩   0.76
Gap between HOMO and LUMO (spin up / spin down)   8.806 / 6.177 eV
HOMO (spin up / spin down)   -9.2 / -9.3 eV
Electronic energy   -4030.49501 Ha

=====

- The lowest electronic energy belongs to which entry?
  C23H23CoN8O4S2Se4